{
  "formula": "C21H62O10",
  "method": "wB97M-V/def2-TZVPD",
  "species": ["H", "C", "H", "C", "H", "H", "H", "O", "H", "C", "H", "H", "H", "H", "H", "H", "H", "H", "O", "H", "H", "O", "H", "H", "H", "H", "H", "C", "H", "H", "H", "H", "C", "C", "H", "H", "H", "C", "C", "H", "O", "C", "C", "H", "H", "H", "H", "C", "H", "O", "H", "H", "H", "H", "H", "H", "C", "C", "H", "C", "H", "O", "H", "O", "H", "O", "C", "C", "O", "H", "H", "H", "H", "H", "C", "H", "H", "H", "C", "C", "H", "C", "O", "H", "H", "H", "H", "H", "H", "C", "H", "H", "H"],
  "xyz": [[-2.2384, 3.1747, 4.6290], [-0.0628, 1.5591, -3.5060], [4.8277, -0.1218, -3.9028], [4.9436, -1.1146, -3.4679], [3.4970, -1.9419, 1.2975], [1.9527, 2.8855, 1.2118], [-5.5932, -0.6501, 2.1703], [-0.5781, 0.2942, 4.8979], [-0.2105, 1.2964, 0.4004], [0.6801, 4.0997, 0.4901], [-4.2979, -2.1639, 0.5071], [-2.7987, -4.5256, 2.0647], [-1.4711, -1.1958, -3.4440], [1.9408, 5.7701, 1.1958], [-1.8500, -2.5866, 2.8408], [1.9970, -1.9238, -2.7648], [-0.2506, -4.3764, 0.5175], [-1.2057, -5.8060, 0.4868], [2.8456, -1.6035, -2.4505], [3.3274, -0.8158, -0.8413], [-2.5570, 1.6362, 2.6154], [0.2346, -2.1795, -3.0383], [0.7421, -0.9757, 0.8364], [2.4620, -0.5086, 3.9181], [-3.1460, -1.3388, -0.5517], [5.7064, -1.5891, -4.0852], [0.5657, 3.5616, -0.4509], [0.7163, -0.2317, 5.1676], [-1.5083, -2.9446, -3.8319], [2.6316, 4.8238, -0.1173], [0.4813, 0.7576, -3.0063], [-1.4738, 0.6237, -0.6349], [-2.4413, 2.7164, 2.5273], [-0.4365, -1.7633, -5.2395], [-3.7174, 0.3859, 0.7975], [0.2203, -0.8943, -5.2793], [3.1818, -1.9988, -4.4038], [-0.8350, 0.4205, 0.2246], [0.1024, -0.7450, -0.0154], [0.9496, -0.8925, 3.1055], [-1.1803, 2.0247, -2.7950], [0.8351, 2.7924, -3.7009], [4.2888, -1.3370, 0.8558], [5.4185, -0.9457, -2.5015], [0.1380, -2.6330, -5.5585], [0.4164, 3.5339, -4.3813], [1.8188, 2.5048, -4.0721], [-4.1961, -1.4026, -0.2663], [1.5349, 0.7541, 3.2808], [1.0667, 3.1599, 1.4590], [-1.8149, 1.3046, -2.8107], [-1.6439, 4.3897, 3.4701], [-0.2776, 4.4760, 0.8496], [0.5654, -1.2549, 5.5117], [0.7809, -0.4524, -0.8167], [-3.4641, 3.0893, 2.4736], [-1.2823, -4.7226, 0.5789], [1.4238, -0.1983, 3.7992], [-4.7762, -1.7310, -1.1286], [-1.7556, -4.2404, 1.9282], [5.8393, -1.2766, 2.2565], [-1.6760, -2.8287, 1.9283], [-1.8605, 2.9355, 1.6313], [-0.4125, 2.8347, 3.6774], [-6.0740, 0.9759, 1.5999], [3.6948, -0.4119, -0.0517], [-0.8980, -2.0415, -3.8240], [-4.5997, -0.0459, 0.3250], [-4.9346, 0.8306, -0.7411], [-6.6877, -0.4441, 0.7799], [-1.8276, -4.2783, -0.2537], [4.6360, -0.0165, 2.6617], [4.0691, -3.0485, -3.2977], [-1.2076, -4.6839, 2.7595], [-1.6952, 3.3246, 3.6960], [5.8029, 0.1786, 1.3556], [1.3682, 5.9646, -0.4603], [-5.0747, 1.6993, -0.3572], [1.7021, 5.2345, 0.2769], [5.1479, -0.5371, 1.8524], [1.1881, 0.3935, 5.9256], [-5.8173, -0.0390, 1.2961], [-0.7118, -1.8520, -0.3965], [-1.1960, -2.0924, 0.3968], [-1.3339, -1.6013, -5.8366], [0.0201, 2.9813, 2.8330], [4.9045, -1.9931, 0.2405], [-0.1092, -2.1353, -2.1431], [-0.4780, 1.1529, 4.4805], [3.7240, -2.0271, -3.4586], [0.9881, 3.3009, -2.7490], [-0.2452, 1.1766, -4.5103], [-1.4754, 0.1403, 1.0610]],
  "lowdin_charge": [0.123, -0.325, 0.071, -0.078, 0.101, 0.108, 0.073, -0.115, 0.066, -0.293, 0.074, 0.109, 0.108, 0.076, 0.106, 0.037, 0.078, 0.081, -0.100, 0.018, 0.064, -0.091, 0.102, 0.057, 0.050, 0.069, 0.096, -0.278, 0.119, 0.073, 0.099, 0.069, -0.081, -0.074, 0.098, 0.061, 0.115, -0.054, -0.263, 0.058, -0.066, -0.070, -0.300, 0.069, 0.079, 0.075, 0.072, -0.031, 0.067, -0.102, 0.072, 0.109, 0.113, 0.107, 0.096, 0.076, -0.077, -0.077, 0.085, -0.302, 0.066, -0.090, 0.062, -0.090, 0.069, -0.117, -0.325, -0.475, -0.061, 0.080, 0.078, 0.056, 0.111, 0.118, -0.323, 0.071, 0.075, 0.081, -0.065, -0.079, 0.107, -0.043, -0.121, 0.018, 0.080, 0.034, 0.104, 0.046, 0.020, -0.299, 0.051, 0.097, 0.066],
  "e_lumo_ha": 0.0226,
  "e_tot_ev": -43255.302,
  "relative_energy_ev": 2.247,
  "orbital_gap_ev": 10.111,
  "total_charge": 0,
  "max_force_ev_per_a": 2.440
}

=====

{
  "formula": "C2H3F3Si",
  "method": "wB97M-V/def2-TZVPD",
  "species": ["Si", "F", "H", "H", "C", "C", "F", "H", "F"],
  "xyz": [[1.4023, 0.7665, 0.1510], [0.7984, 0.1268, -1.1178], [2.7808, 0.9305, -0.0194], [1.3203, -0.5878, 0.8144], [-2.0606, -0.3456, 0.0851], [-1.3547, -1.2496, -0.2031], [-1.0500, -2.2884, -0.8729], [0.6592, 1.8484, 0.6646], [-2.4957, 0.7992, 0.4981]],
  "nbo_charge": [1.320, -0.657, -0.226, -0.227, 0.256, 0.267, -0.259, -0.212, -0.263],
  "e_lumo_ha": 0.0218,
  "e_tot_ev": -18148.878,
  "relative_energy_ev": 8.527,
  "orbital_gap_ev": 10.992,
  "total_charge": 0,
  "max_force_ev_per_a": 3.454
}

=====

{
  "formula": "C10H25CoNO7",
  "method": "wB97M-V/def2-TZVPD",
  "species": ["H", "H", "O", "O", "O", "H", "H", "O", "H", "H", "Co", "C", "H", "N", "H", "H", "C", "H", "C", "C", "H", "C", "O", "C", "H", "H", "H", "C", "H", "H", "H", "O", "H", "H", "H", "H", "H", "C", "C", "H", "O", "H", "C", "H"],
  "xyz": [[19.8310, 1.8604, -10.6566], [13.9897, -3.5053, -12.1063], [16.3964, 2.2968, -13.6267], [18.4269, 0.7859, -11.8019], [13.2708, -1.8684, -11.3211], [16.0783, -0.8287, -16.2222], [12.2193, -2.9901, -9.7213], [18.5186, 1.3508, -15.5137], [18.5390, 2.8388, -11.1701], [18.0224, 0.2537, -9.7712], [17.1742, 0.3741, -13.7353], [12.1131, -2.6050, -10.7355], [14.6319, -1.8619, -13.6607], [15.8271, -0.6157, -12.3428], [14.9965, 3.2220, -12.2622], [19.9842, -1.7288, -15.4839], [19.3248, 0.1703, -15.8494], [15.9613, -2.5986, -13.1539], [16.7063, -0.7949, -11.1294], [19.1490, 1.9963, -11.4960], [14.9582, -2.9221, -10.8161], [19.5176, -1.0016, -14.8195], [18.4769, -1.3172, -13.8895], [15.8373, 3.3911, -12.9350], [15.4674, 5.4733, -13.0990], [16.5726, 3.6001, -12.1580], [20.2316, 0.5291, -16.3363], [17.5731, 0.4418, -10.7464], [14.9828, 0.0942, -15.7321], [11.8549, -3.3795, -11.4577], [16.1513, -1.2916, -10.3335], [16.1282, 4.9036, -15.1026], [14.5024, 4.4545, -14.1580], [18.7712, -0.2724, -16.6775], [15.0225, -0.1809, -11.9144], [20.4081, -0.6526, -14.2967], [16.7898, 1.1982, -10.6993], [15.5216, 4.6795, -13.8439], [15.2244, -1.9061, -12.7469], [17.4827, -1.5446, -11.2818], [15.8066, -0.3125, -15.4633], [19.8106, 2.1020, -12.3558], [14.4192, -2.5884, -11.7027], [11.1955, -2.0170, -10.7496]],
  "lowdin_spin": [0.001, 0.000, 0.077, 0.017, 0.000, 0.001, 0.000, 0.044, 0.000, 0.000, 2.753, 0.000, 0.000, 0.023, 0.001, 0.000, 0.000, 0.000, 0.000, 0.002, 0.000, 0.003, 0.043, 0.008, 0.000, 0.002, 0.001, 0.000, 0.001, 0.000, 0.000, 0.000, 0.000, 0.000, 0.001, 0.000, 0.000, 0.002, 0.002, 0.000, 0.014, 0.000, 0.001, 0.000],
  "e_lumo_ha": [0.1452, 0.1452],
  "e_tot_ev": -64216.008,
  "relative_energy_ev": 2.646,
  "orbital_gap_ev": [2.404, 2.403],
  "spin_multiplicity": 4,
  "total_charge": -2,
  "max_force_ev_per_a": 4.010
}